Record 1
Molecular formula: C19H32F6N5O4PdS3Si2
Method: DFT, ωB97M-V/def2-TZVPD

Each line ends with the Löwdin charge.
Cartesian coordinates (Å):
Pd 0.60 -0.28 0.49  0.824
C 1.08 -5.37 0.37  -0.203
Si 1.10 -3.56 -0.16  0.408
C 0.36 -3.50 -1.87  -0.167
C 2.93 -3.13 -0.12  -0.189
N 0.25 -2.44 0.86  -0.076
C -0.65 -2.65 1.80  -0.292
C -1.24 -3.93 2.05  -0.056
C -2.14 -4.14 3.05  -0.113
C -2.54 -3.07 3.89  -0.112
C -2.03 -1.82 3.68  -0.066
C -1.09 -1.52 2.64  -0.303
N -0.60 -0.31 2.40  -0.093
Si -0.98 1.09 3.36  0.388
C -0.41 0.86 5.14  -0.171
C -0.10 2.62 2.75  -0.182
C -2.82 1.51 3.28  -0.169
H 1.89 -5.86 -0.17  0.026
H 0.16 -5.91 0.14  0.019
H 1.29 -5.48 1.44  0.032
H 0.96 -4.08 -2.58  0.031
H 0.28 -2.48 -2.24  -0.010
H -0.65 -3.92 -1.86  0.033
H 3.39 -3.38 -1.08  0.029
H 3.43 -3.70 0.66  0.025
H 3.08 -2.06 0.06  -0.034
H -0.96 -4.76 1.41  0.065
H -2.56 -5.13 3.20  0.091
H -3.25 -3.24 4.69  0.092
H -2.36 -1.01 4.32  0.064
H 0.66 0.64 5.14  0.027
H -0.92 0.07 5.68  0.014
H -0.55 1.79 5.70  0.023
H 0.96 2.42 2.59  -0.009
H -0.20 3.39 3.52  0.034
H -0.53 3.00 1.83  0.002
H -3.47 0.77 3.75  0.014
H -3.11 1.60 2.23  0.031
H -3.00 2.47 3.76  0.026
F -1.33 4.82 -2.13  0.136
C -0.86 4.25 -1.02  -0.680
F -1.89 3.77 -0.33  0.132
F -0.26 5.19 -0.29  0.131
S 0.34 2.91 -1.42  0.577
O 0.62 2.34 -0.12  -0.370
O 1.42 3.60 -2.07  -0.281
N -0.44 2.03 -2.41  -0.282
S -1.18 0.65 -2.25  0.585
O -1.38 0.19 -0.90  -0.343
O -0.77 -0.28 -3.25  -0.270
C -2.87 1.15 -2.78  -0.687
F -3.67 0.09 -2.76  0.136
F -3.38 2.08 -1.98  0.131
F -2.86 1.64 -4.02  0.135
S 2.79 0.13 2.17  0.608
C 3.77 0.82 0.95  -0.839
N 4.92 0.21 0.61  0.012
C 5.83 0.71 -0.41  -0.177
C 5.04 1.48 -1.45  -0.163
C 4.20 2.55 -0.76  -0.160
N 3.45 1.95 0.34  0.030
H 5.14 -0.61 1.14  0.113
H 6.33 -0.15 -0.87  0.119
H 6.60 1.35 0.04  0.116
H 4.37 0.79 -1.97  0.105
H 5.71 1.94 -2.17  0.115
H 3.48 2.99 -1.45  0.094
H 4.84 3.35 -0.37  0.121
H 2.52 2.30 0.53  0.084
C 1.67 -0.27 -1.32  -0.161
H 2.23 0.60 -1.69  -0.062
H 1.78 -1.12 -1.98  -0.060

Values from the calculation:
- Multiplicity: 5
- Strongest force on any atom: 0.4 eV/A
- E_tot: -103910.811 eV
- Molecular weight: 767.3 g mol⁻¹
- Charge: -1
- Kohn-Sham gap (spin up / spin down): 6.31 / 7.06 eV
- ΔE to the lowest compared entry with this formula, charge and spin: 0.000 eV

---

Record 2
Molecular formula: C19H32N2O5
Method: DFT, ωB97M-V/def2-TZVPD

Each line ends with the Löwdin charge.
Cartesian coordinates (Å):
C -2.35 -0.47 0.04  -0.073
C -3.01 0.39 -1.01  -0.243
O -3.27 1.72 -0.57  -0.096
C -2.18 2.59 -0.54  -0.295
C -2.52 4.05 -0.86  -0.092
C -1.54 4.48 0.25  -0.110
C -1.63 3.06 0.84  -0.149
C -0.34 2.43 1.31  -0.440
O 0.75 2.77 0.87  0.055
N -0.48 1.42 2.19  0.124
C 0.61 0.55 2.61  -0.236
C 1.51 0.05 1.47  -0.061
C 1.83 -1.44 1.82  -0.192
C 1.19 -2.30 0.75  -0.442
O 0.06 -2.76 0.85  0.088
N 1.94 -2.47 -0.38  0.144
C 1.35 -2.89 -1.62  -0.463
C 0.45 -1.85 -2.26  -0.075
C 1.20 -0.58 -2.64  -0.213
O 0.63 0.52 -1.95  -0.215
C 1.36 1.71 -2.19  -0.101
C 2.20 -3.77 -2.49  -0.062
C 1.02 -4.34 -1.75  -0.059
C 1.21 -1.69 3.20  -0.080
C 0.04 -0.72 3.24  -0.348
O -0.55 -0.51 4.51  -0.005
H -2.31 -1.51 -0.28  0.078
H -1.33 -0.14 0.24  0.050
H -2.92 -0.43 0.98  0.086
H -2.39 0.42 -1.92  0.115
H -3.99 -0.01 -1.28  0.118
H -1.36 2.21 -1.17  0.144
H -2.34 4.40 -1.88  0.106
H -3.55 4.24 -0.58  0.117
H -0.53 4.66 -0.13  0.108
H -1.84 5.31 0.89  0.107
H -2.43 2.97 1.58  0.155
H -1.40 1.21 2.55  0.142
H 1.22 1.07 3.36  0.161
H 1.00 0.13 0.51  0.102
H 2.41 0.65 1.39  0.120
H 2.90 -1.62 1.82  0.140
H 2.81 -1.96 -0.43  0.145
H -0.03 -2.29 -3.13  0.125
H -0.34 -1.59 -1.55  0.102
H 2.26 -0.66 -2.38  0.121
H 1.16 -0.39 -3.72  0.125
H 0.94 2.49 -1.56  0.066
H 2.41 1.59 -1.93  0.093
H 1.29 2.00 -3.25  0.091
H 2.13 -3.64 -3.56  0.105
H 3.19 -4.03 -2.13  0.102
H 1.21 -4.96 -0.89  0.109
H 0.14 -4.60 -2.32  0.108
H 0.89 -2.72 3.34  0.128
H 1.93 -1.43 3.98  0.128
H -0.76 -1.10 2.61  0.147
H 0.14 -0.21 5.12  0.094

Values from the calculation:
- Multiplicity: 1
- SMILES string: CCO[C@H]1CC[C@@H]1C(=O)N[C@@H]1C[C@H](C(=O)NC2(CCOC)CC2)C[C@H]1O
- Strongest force on any atom: 0.1 eV/A
- E_tot: -33439.416 eV
- Molecular weight: 368.5 g mol⁻¹
- Kohn-Sham gap: 9.91 eV
- ΔE to the lowest compared entry with this formula, charge and spin: 3.770 eV

---

Record 3
Molecular formula: C19H32N3O3
Method: DFT, ωB97M-V/def2-TZVPD

Each line ends with the Löwdin charge.
Cartesian coordinates (Å):
C 5.51 -3.93 3.75  -0.124
H 6.39 -3.30 3.38  0.071
C 4.27 -3.53 2.74  -0.156
H 3.55 -4.12 3.05  0.019
H 4.80 -3.52 1.70  0.150
C 4.12 -2.01 3.21  -0.178
N 3.16 -1.45 2.35  -0.253
C 3.17 -0.14 1.99  -0.184
C 2.36 0.28 0.82  -0.050
N 0.92 -0.11 0.97  -0.099
C -0.11 0.14 0.00  0.020
H 0.50 0.90 -0.74  0.216
H -0.34 -0.33 -0.67  -0.038
C -1.22 0.98 0.82  -0.524
O -0.88 1.06 1.93  0.110
N -2.17 1.60 0.34  0.162
C -2.46 1.73 -1.14  -0.140
C -2.72 2.83 -1.71  0.057
C -3.21 2.80 -3.27  -0.291
C -3.33 1.61 -3.74  -0.134
C -2.95 0.40 -3.28  0.017
C -2.70 0.25 -1.72  -0.131
O -2.49 -0.89 -1.18  -0.065
C -2.98 -2.06 -1.59  -0.374
C -2.68 -3.28 -0.93  -0.023
H -3.24 -4.00 -1.12  -0.011
H -1.59 -3.12 -0.48  0.137
H -3.32 -2.92 0.14  0.170
H -3.95 -1.89 -1.88  0.114
H -2.38 -2.21 -2.62  0.165
H -3.20 -0.57 -3.87  0.127
H -3.47 1.67 -4.95  0.189
O -3.45 3.95 -3.85  -0.046
C -3.18 5.34 -3.22  -0.186
C -1.77 5.76 -3.15  -0.052
H -1.55 5.59 -4.21  0.104
H -1.15 5.05 -2.71  0.046
H -1.95 6.76 -2.56  0.147
H -3.76 5.21 -2.23  0.135
H -3.90 5.75 -3.78  0.077
H -2.72 3.82 -1.12  0.143
H -2.89 1.99 1.04  0.232
C 1.00 -1.65 1.20  -0.051
C 1.86 -1.94 2.39  -0.176
H 1.88 -3.24 2.37  0.217
H 1.24 -1.51 3.16  0.126
H -0.11 -1.86 1.24  0.157
H 1.34 -1.86 0.19  0.136
H 0.46 0.15 1.77  0.062
H 2.29 1.32 0.91  0.128
H 2.72 -0.10 -0.10  0.136
H 4.11 0.24 1.91  0.120
H 2.57 0.39 2.80  0.163
H 3.64 -1.82 4.21  0.153
H 4.88 -1.34 3.07  0.093
H 5.18 -3.87 4.90  0.111
H 5.90 -4.99 3.50  0.077

Values from the calculation:
- Multiplicity: 1
- SMILES string: CCCN1CC[NH+](CC(=O)Nc2cc(OCC)ccc2OCC)CC1
- Strongest force on any atom: 19.1 eV/A
- E_tot: -30813.515 eV
- Molecular weight: 350.5 g mol⁻¹
- Charge: +1
- Kohn-Sham gap: 7.75 eV
- ΔE to the lowest compared entry with this formula, charge and spin: 15.997 eV

---

Record 4
Molecular formula: C19H32N6O3
Method: DFT, ωB97M-V/def2-TZVPD

Each line ends with the Löwdin charge.
Cartesian coordinates (Å):
C -0.40 -4.13 1.24  -0.091
C 0.08 -3.43 -0.14  -0.166
C 0.81 -2.02 0.11  -0.217
C 1.18 -1.43 -1.16  -0.214
C 0.01 -0.97 -2.11  0.077
N -0.77 0.16 -1.19  0.089
C -0.39 1.37 -0.77  -0.277
N -1.20 2.19 -0.33  0.199
C -2.25 1.33 -0.11  -0.045
C -1.91 0.06 -0.66  -0.181
C -2.97 -0.76 -0.66  -0.394
O -2.93 -1.92 -1.38  -0.089
N -4.02 -0.81 -0.04  0.065
C -4.29 0.64 0.78  -0.408
O -5.35 0.69 1.23  0.150
N -3.42 1.51 0.80  -0.011
C -3.53 2.66 1.37  -0.099
H -2.81 2.94 2.13  0.111
H -4.43 2.89 1.74  0.056
H -3.57 3.66 0.69  0.168
C -5.14 -1.63 0.07  0.018
H -4.88 -2.41 -0.23  -0.034
H -5.29 -1.76 1.26  0.165
H -6.08 -1.18 -0.10  0.095
C 0.98 2.27 -1.64  0.143
N 2.20 1.57 -0.69  -0.203
C 2.03 1.58 0.75  -0.188
C 3.40 1.67 1.39  -0.129
N 4.02 0.49 0.76  -0.166
C 4.53 1.06 -0.56  -0.070
C 3.41 2.13 -1.23  -0.142
H 3.55 3.04 -1.01  0.040
H 3.43 2.02 -2.25  0.088
H 4.64 0.15 -1.36  0.161
H 5.41 1.60 -0.54  0.074
C 5.24 0.10 1.39  -0.162
H 4.90 -0.28 2.20  0.060
C 5.53 -1.42 0.96  -0.186
O 4.36 -2.19 0.58  -0.153
H 3.55 -1.50 0.39  0.117
H 6.31 -2.08 1.48  0.146
H 5.86 -1.21 -0.05  0.073
H 6.01 0.49 1.41  0.003
H 3.15 0.97 2.46  0.212
H 3.83 2.51 1.46  0.045
H 1.84 2.73 0.97  0.149
H 1.35 0.97 1.18  0.072
H 1.26 1.74 -2.43  0.019
H 0.92 3.28 -1.37  0.080
H -0.88 -1.48 -2.17  0.060
H 0.43 -0.31 -2.93  0.130
H 1.68 -2.07 -1.82  0.092
H 2.00 -0.54 -0.97  0.143
H 1.59 -2.40 0.86  0.127
H 0.11 -1.51 0.82  0.114
H 0.62 -3.98 -0.52  -0.060
H -1.01 -3.30 -0.78  0.163
H -1.04 -5.06 1.00  0.093
H 0.47 -4.25 1.77  0.004
H -0.97 -3.52 2.05  0.086

Values from the calculation:
- Multiplicity: 1
- Strongest force on any atom: 19.7 eV/A
- E_tot: -35284.505 eV
- Molecular weight: 392.5 g mol⁻¹
- Kohn-Sham gap: 8.90 eV
- ΔE to the lowest compared entry with this formula, charge and spin: 24.298 eV

---

Please write out number 1 again, unchanged.
Molecular formula: C19H32F6N5O4PdS3Si2
Method: DFT, ωB97M-V/def2-TZVPD

Each line ends with the Löwdin charge.
Cartesian coordinates (Å):
Pd 0.60 -0.28 0.49  0.824
C 1.08 -5.37 0.37  -0.203
Si 1.10 -3.56 -0.16  0.408
C 0.36 -3.50 -1.87  -0.167
C 2.93 -3.13 -0.12  -0.189
N 0.25 -2.44 0.86  -0.076
C -0.65 -2.65 1.80  -0.292
C -1.24 -3.93 2.05  -0.056
C -2.14 -4.14 3.05  -0.113
C -2.54 -3.07 3.89  -0.112
C -2.03 -1.82 3.68  -0.066
C -1.09 -1.52 2.64  -0.303
N -0.60 -0.31 2.40  -0.093
Si -0.98 1.09 3.36  0.388
C -0.41 0.86 5.14  -0.171
C -0.10 2.62 2.75  -0.182
C -2.82 1.51 3.28  -0.169
H 1.89 -5.86 -0.17  0.026
H 0.16 -5.91 0.14  0.019
H 1.29 -5.48 1.44  0.032
H 0.96 -4.08 -2.58  0.031
H 0.28 -2.48 -2.24  -0.010
H -0.65 -3.92 -1.86  0.033
H 3.39 -3.38 -1.08  0.029
H 3.43 -3.70 0.66  0.025
H 3.08 -2.06 0.06  -0.034
H -0.96 -4.76 1.41  0.065
H -2.56 -5.13 3.20  0.091
H -3.25 -3.24 4.69  0.092
H -2.36 -1.01 4.32  0.064
H 0.66 0.64 5.14  0.027
H -0.92 0.07 5.68  0.014
H -0.55 1.79 5.70  0.023
H 0.96 2.42 2.59  -0.009
H -0.20 3.39 3.52  0.034
H -0.53 3.00 1.83  0.002
H -3.47 0.77 3.75  0.014
H -3.11 1.60 2.23  0.031
H -3.00 2.47 3.76  0.026
F -1.33 4.82 -2.13  0.136
C -0.86 4.25 -1.02  -0.680
F -1.89 3.77 -0.33  0.132
F -0.26 5.19 -0.29  0.131
S 0.34 2.91 -1.42  0.577
O 0.62 2.34 -0.12  -0.370
O 1.42 3.60 -2.07  -0.281
N -0.44 2.03 -2.41  -0.282
S -1.18 0.65 -2.25  0.585
O -1.38 0.19 -0.90  -0.343
O -0.77 -0.28 -3.25  -0.270
C -2.87 1.15 -2.78  -0.687
F -3.67 0.09 -2.76  0.136
F -3.38 2.08 -1.98  0.131
F -2.86 1.64 -4.02  0.135
S 2.79 0.13 2.17  0.608
C 3.77 0.82 0.95  -0.839
N 4.92 0.21 0.61  0.012
C 5.83 0.71 -0.41  -0.177
C 5.04 1.48 -1.45  -0.163
C 4.20 2.55 -0.76  -0.160
N 3.45 1.95 0.34  0.030
H 5.14 -0.61 1.14  0.113
H 6.33 -0.15 -0.87  0.119
H 6.60 1.35 0.04  0.116
H 4.37 0.79 -1.97  0.105
H 5.71 1.94 -2.17  0.115
H 3.48 2.99 -1.45  0.094
H 4.84 3.35 -0.37  0.121
H 2.52 2.30 0.53  0.084
C 1.67 -0.27 -1.32  -0.161
H 2.23 0.60 -1.69  -0.062
H 1.78 -1.12 -1.98  -0.060

Values from the calculation:
- Multiplicity: 5
- Strongest force on any atom: 0.4 eV/A
- E_tot: -103910.811 eV
- Molecular weight: 767.3 g mol⁻¹
- Charge: -1
- Kohn-Sham gap (spin up / spin down): 6.31 / 7.06 eV
- ΔE to the lowest compared entry with this formula, charge and spin: 0.000 eV

---

- Which value of strongest force on any atom does entry 3 give?
  19.1 eV/A

---

- Among the records above, which one has the lowest E_tot?
  C19H32F6N5O4PdS3Si2

---

- The highest ΔE to the lowest compared entry with this formula, charge and spin belongs to which entry?
  C19H32N6O3